Entry 1:
C4H10N2O | wB97M-V/def2-TZVPD

Properties
LUMO energy (eV): 0.829
Frontier orbital gap (Eh): 0.355
Multiplicity: 1
Energy (eV): -9336.6785
Structure (SMILES): CCCNC(N)=O
Energy relative to the best compared isomer or geometry (same formula, charge and spin) (eV): 2.3090

Last column: Mulliken charge in e.
Geometry (Å):
C1 -0.034 0.517 -0.678  -0.42
N1 -0.349 -0.202 0.495  -0.18
C2 0.201 -1.507 0.658  0.37
N2 -0.815 -2.477 0.740  -0.44
O1 1.350 -1.700 0.887  -0.51
C3 -0.412 1.901 -0.499  -0.50
C4 0.330 2.976 -1.341  -1.22
H1 0.947 0.321 -1.088  0.39
H2 -0.633 0.274 -1.598  0.16
H3 -0.964 0.061 1.246  0.28
H4 -1.740 -2.331 1.153  0.21
H5 -0.426 -3.400 0.678  0.23
H6 -0.237 2.237 0.560  0.32
H7 -1.495 1.921 -0.467  0.36
H8 1.407 3.042 -1.212  0.32
H9 -0.013 4.008 -1.303  0.39
H10 -0.003 2.899 -2.548  0.23


Entry 2:
C7H14O3 | wB97M-V/def2-TZVPD

Properties
LUMO energy (alpha / beta) (eV): -0.476 / -0.475
Frontier orbital gap (alpha / beta) (Eh): 0.281 / 0.281
Multiplicity: 1
Energy (eV): -13625.3872
Energy relative to the best compared isomer or geometry (same formula, charge and spin) (eV): 3.7956

Last column: Mulliken charge in e.
Geometry (Å):
C1 -0.248 -0.957 -1.541  0.04
C2 -1.358 -0.053 -1.429  -0.78
C3 1.205 -0.081 -0.987  0.56
O1 2.159 -1.144 -0.853  -0.53
O2 -0.425 -2.160 -0.852  -0.58
O3 1.488 0.856 -1.752  -0.73
H1 2.859 -0.922 -1.481  0.35
H2 0.454 -2.554 -0.765  0.39
H3 0.119 -1.095 -2.557  0.40
H4 -1.509 0.623 -2.263  0.29
H5 -1.005 0.777 -0.532  -0.17
H6 -2.265 -0.445 -0.978  0.33
C4 0.654 -0.732 1.599  -1.87
C5 -1.355 1.471 1.545  -1.39
C6 0.799 0.390 0.582  0.69
C7 -0.296 1.344 0.485  -0.15
H7 1.735 0.927 0.735  0.38
H8 -0.032 2.264 -0.032  0.44
H9 -1.765 0.504 1.836  0.36
H10 0.621 -0.323 2.612  0.46
H11 -0.248 -1.319 1.436  0.37
H12 1.508 -1.404 1.532  0.40
H13 -0.921 1.922 2.445  0.37
H14 -2.173 2.113 1.216  0.39


Entry 3:
C4H7N | wB97M-V/def2-TZVPD

Properties
LUMO energy (eV): 1.133
Frontier orbital gap (Eh): 0.369
Multiplicity: 1
Energy (eV): -5747.1106
Energy relative to the best compared isomer or geometry (same formula, charge and spin) (eV): 4.3062

Last column: Mulliken charge in e.
Geometry (Å):
C1 0.027 -0.358 -0.795  -0.42
C2 -1.542 0.341 -0.241  0.09
C3 0.998 0.187 0.089  0.20
C4 2.102 -0.213 0.680  -0.83
N1 -2.606 -0.239 -0.328  -0.46
H1 -3.515 0.085 -0.029  0.25
H2 -0.152 -1.426 -0.716  0.33
H3 0.068 0.030 -1.813  0.25
H4 0.305 1.138 0.743  -0.06
H5 -0.875 1.228 0.585  0.11
H6 2.562 0.319 1.501  0.26
H7 2.628 -1.094 0.325  0.28


Entry 4:
C41H54N9O2PSi2 | wB97M-V/def2-TZVPD

Properties
LUMO energy (eV): 0.635
Frontier orbital gap (Eh): 0.311
Multiplicity: 1
Energy (eV): -85941.9818

Last column: Mulliken charge in e.
Geometry (Å):
C1 0.274 4.730 3.545  -1.43
C2 0.693 4.685 2.071  0.02
N1 -0.378 5.088 1.156  0.23
C3 -0.088 4.816 -0.256  -1.21
C4 0.189 3.340 -0.600  0.25
Si1 -0.197 2.934 -2.380  0.04
O1 0.603 1.579 -2.956  0.01
Si2 0.891 0.239 -2.008  0.59
P1 -0.840 -1.210 -1.963  0.14
N2 -1.704 -1.027 -0.643  -0.49
C5 -1.686 4.621 1.509  0.42
C6 -2.768 5.667 1.431  -1.15
O2 -1.919 3.483 1.848  -0.50
H1 -0.405 5.557 3.749  0.32
H2 -0.207 3.792 3.821  0.30
H3 1.169 4.808 4.163  0.43
H4 1.087 3.684 1.860  0.00
H5 1.508 5.398 1.927  0.49
H6 0.738 5.454 -0.579  0.40
H7 -0.958 5.163 -0.830  0.19
H8 -0.374 2.671 0.056  0.23
H9 1.247 3.129 -0.405  0.34
H10 0.211 4.084 -3.214  -0.19
H11 -1.662 2.796 -2.521  -0.19
H12 1.230 0.542 -0.610  -0.10
H13 2.048 -0.470 -2.603  -0.20
H14 -1.621 -1.018 -3.134  0.04
H15 -0.262 -2.495 -2.086  0.08
H16 -1.710 -1.923 -0.158  0.03
H17 -2.866 6.173 2.392  0.28
H18 -3.711 5.174 1.197  0.38
H19 -2.543 6.414 0.670  0.26
N3 -3.044 -3.814 0.106  -0.20
C7 -4.113 -4.222 -0.573  -0.24
C8 -5.160 -4.928 -0.002  -0.55
C9 -5.094 -5.225 1.350  -0.18
C10 -3.991 -4.803 2.074  -0.62
C11 -2.996 -4.102 1.407  -0.21
H20 -4.127 -3.968 -1.628  0.33
H21 -6.006 -5.234 -0.604  0.36
H22 -5.892 -5.774 1.834  0.39
H23 -3.899 -5.017 3.129  0.35
H24 -2.120 -3.743 1.939  0.57
N4 -3.223 -7.515 3.971  -0.33
C12 -4.038 -8.553 3.792  -0.29
C13 -3.604 -9.869 3.720  -0.38
C14 -2.246 -10.120 3.833  -0.33
C15 -1.386 -9.049 4.014  -0.33
C16 -1.923 -7.773 4.081  -0.31
H25 -5.093 -8.314 3.701  0.34
H26 -4.313 -10.672 3.576  0.37
H27 -1.865 -11.131 3.777  0.38
H28 -0.320 -9.200 4.109  0.45
H29 -1.281 -6.910 4.225  0.44
N5 -0.553 -1.887 2.762  -0.34
C17 -0.927 -0.637 2.491  -0.67
C18 -0.037 0.420 2.368  0.23
C19 1.313 0.167 2.537  -0.23
C20 1.721 -1.128 2.820  -0.68
C21 0.752 -2.114 2.921  -0.38
H30 -1.989 -0.478 2.350  0.35
H31 -0.406 1.410 2.134  0.49
H32 2.040 0.967 2.447  0.44
H33 2.765 -1.373 2.960  0.42
H34 1.036 -3.139 3.140  0.38
N6 4.001 5.892 -2.384  -0.56
C22 3.203 4.835 -2.531  -0.22
C23 3.635 3.521 -2.418  0.03
C24 4.972 3.293 -2.136  -0.53
C25 5.816 4.380 -1.980  -0.30
C26 5.283 5.654 -2.114  -0.32
H35 2.167 5.060 -2.756  0.40
H36 2.943 2.700 -2.551  0.35
H37 5.350 2.283 -2.042  0.41
H38 6.867 4.247 -1.762  0.37
H39 5.911 6.530 -1.998  0.37
N7 -4.163 9.847 -2.785  -0.56
C27 -3.589 8.647 -2.728  -0.32
C28 -2.341 8.419 -2.166  -0.15
C29 -1.649 9.497 -1.637  -0.31
C30 -2.232 10.752 -1.690  -0.35
C31 -3.486 10.872 -2.272  -0.19
H40 -4.161 7.830 -3.154  0.36
H41 -1.922 7.422 -2.147  0.43
H42 -0.672 9.359 -1.191  0.39
H43 -1.729 11.621 -1.291  0.35
H44 -3.977 11.837 -2.331  0.34
N8 3.016 -5.482 2.886  -0.45
C32 1.873 -6.090 2.576  -0.35
C33 1.642 -7.442 2.790  -0.57
C34 2.653 -8.203 3.353  -0.19
C35 3.849 -7.584 3.680  -0.43
C36 3.978 -6.226 3.427  -0.25
H45 1.106 -5.461 2.136  0.52
H46 0.694 -7.881 2.514  0.61
H47 2.513 -9.261 3.534  0.40
H48 4.665 -8.139 4.121  0.36
H49 4.897 -5.704 3.671  0.35
N9 3.290 0.005 -6.417  -0.49
C37 3.992 -0.777 -7.234  -0.25
C38 3.773 -2.140 -7.371  -0.32
C39 2.771 -2.725 -6.614  -0.40
C40 2.032 -1.925 -5.757  -0.25
C41 2.330 -0.572 -5.697  -0.19
H50 4.768 -0.282 -7.808  0.35
H51 4.374 -2.725 -8.053  0.36
H52 2.569 -3.786 -6.690  0.38
H53 1.241 -2.340 -5.147  0.32
H54 1.774 0.090 -5.042  0.48